1.
12
Properties=species:S:1:pos:R:3 method="wB97M-V/def2-TZVPD" smiles="CCN(F)C=O" relative_energy_kcal_mol=86.5 gap_ev=10.33 lumo_ev=0.98 fmax_ev_per_a=6.28
F -0.2248 -1.3484 1.3347
O 0.4670 -1.2016 -2.1243
N 0.4822 -0.8404 0.3520
C 0.2415 -1.6132 -1.0229
C 0.5790 0.5831 0.5456
C -0.6732 1.2153 0.1615
H -0.7617 2.2959 0.0334
H 1.0130 0.7288 1.5929
H -1.4904 0.9270 0.8723
H -0.0722 -2.6382 -0.7384
H -0.9490 0.8273 -0.7906
H 1.3885 1.0644 -0.2162

2.
14
Properties=species:S:1:pos:R:3 method="wB97M-V/def2-TZVPD" relative_energy_kcal_mol=205.2 gap_ev=7.46 lumo_ev=-1.69 fmax_ev_per_a=7.31
S -1.5915 2.2848 1.0214
S 1.4309 -1.7072 -3.4453
O -0.0432 -0.2793 -1.8270
O 0.0304 -0.7109 0.5435
C -1.4570 1.1879 -0.3781
C 1.0587 -1.2707 -1.8155
C 0.2169 -0.1910 1.7458
C -0.1262 0.3746 -0.5231
H -1.0617 -0.1187 2.3294
H 0.6967 1.1875 -0.4256
H 0.7511 1.0951 2.0486
H -2.5153 0.9594 -0.9363
H 1.0009 -1.1802 2.3802
H 1.6092 -1.6315 -0.7180

3.
8
Properties=species:S:1:pos:R:3 method="wB97M-V/def2-TZVPD" relative_energy_kcal_mol=39.3 gap_ev=9.94 lumo_ev=-0.61 fmax_ev_per_a=6.61
S 0.1802 0.4755 -1.0115
F 0.5990 -1.0372 -1.5503
O 1.3276 1.2322 -0.7304
O -1.0186 0.8256 -1.7805
C -0.2365 -0.3544 1.1777
H -0.9139 0.4523 1.3771
H -0.7687 -1.1984 1.0116
H 0.8309 -0.3954 1.5062

4.
14
Properties=species:S:1:pos:R:3 method="wB97M-V/def2-TZVPD" smiles=C#CC1(C)CC1 relative_energy_kcal_mol=65.1 gap_ev=9.79 lumo_ev=1.09 fmax_ev_per_a=0.77
C 2.3600 -0.1847 0.9239
C -0.8675 -0.9900 -0.8157
C 1.4270 -0.1526 0.1574
C -0.6327 -0.9730 0.6452
C -0.3048 1.5433 -0.5249
C 0.0710 0.0625 -0.2848
H -1.3334 -0.5993 1.3737
H -1.8336 -0.5849 -1.1005
H -0.8054 1.6925 -1.4954
H 2.8475 -0.3226 1.8613
H -0.0259 -1.8038 1.0166
H 0.6022 2.1631 -0.5403
H -0.9698 1.9345 0.2519
H -0.5242 -1.8171 -1.4247

5.
76
Properties=species:S:1:pos:R:3 method="wB97M-V/def2-TZVPD" relative_energy_kcal_mol=37.2 gap_ev="7.12 / 5.32" lumo_ev="-2.90 / -4.69" fmax_ev_per_a=3.91 multiplicity=4 charge=+1
Tc 0.3216 0.8118 -0.2507
Ge -3.0254 1.6576 -1.0576
Cl 1.8784 1.4305 -5.1294
Cl 0.0788 -0.8388 -5.4052
Cl -0.9841 1.8735 -5.3395
O 0.4246 2.7630 -0.3950
O 0.8439 1.0490 1.8610
O 1.7692 3.0351 -2.1585
O 2.2500 4.2082 2.1762
O 3.0700 2.1164 1.6831
O 0.3979 -1.1863 0.1082
N 0.0603 0.6260 -2.1545
N -0.7766 -4.0538 1.5733
N 2.5630 0.5774 -0.5916
N -0.1098 -3.3636 0.5912
C -2.3995 3.3996 -1.7029
C 0.1574 0.6964 -3.2908
C 0.6852 -3.9842 -0.4185
C 1.2119 4.9518 -0.8253
C 2.8366 -4.3579 -1.3958
C -2.0701 -3.5979 3.6350
C -0.1634 -2.0333 0.8804
C -3.3610 0.3704 -2.5109
C 1.2633 1.8480 4.1002
C 0.9142 2.2348 2.6746
C 0.2820 0.7898 -4.7376
C 2.0563 -3.7698 -0.4134
C -0.8756 -5.4979 1.5874
C 0.0874 -4.7748 -1.3896
C 1.1742 3.5006 -1.2023
C -4.7045 1.8654 -0.0486
C 0.8773 -5.3659 -2.3628
C -0.3037 3.1133 2.5836
C -1.7284 0.8475 0.2110
C -0.9075 -1.8988 2.0656
C 2.2836 2.9884 2.1070
C 4.7490 1.9237 -0.9128
C 3.5373 1.1644 -0.7327
C 2.2492 -5.1559 -2.3681
C -1.2675 -3.1692 2.4584
H -4.9128 0.9698 0.5375
H -1.4466 -4.1248 4.3592
H 0.0251 -5.9322 1.1610
H -0.0738 4.0619 3.0596
H -2.1319 4.0291 -0.8547
H -5.5380 2.0295 -0.7314
H 3.9059 -4.1960 -1.3945
H -4.6441 2.7145 0.6320
H -2.0875 -0.1778 0.3465
H -1.7384 -5.8488 1.0197
H -0.5852 3.2944 1.5492
H 4.5547 2.7292 -1.6207
H 1.6150 5.0565 0.1851
H 0.4159 -5.9811 -3.1232
H -3.1849 3.8963 -2.2723
H -2.4958 -2.7264 4.1242
H 5.5453 1.2831 -1.2885
H -2.5975 0.3987 -3.2854
H -0.9865 -4.9136 -1.3846
H -1.1205 -0.9718 2.5675
H 0.4888 1.1840 4.5052
H 2.8620 -5.6130 -3.1332
H -1.1495 2.6479 3.1068
H -0.9672 -5.8299 2.6175
H 1.7864 0.7554 1.8267
H -4.3227 0.5897 -2.9739
H -1.5215 3.2894 -2.3410
H 1.3145 2.7424 4.7173
H 2.4991 -3.1458 0.3520
H -1.8570 1.3617 1.1672
H -2.8828 -4.2608 3.3377
H 5.0346 2.3470 0.0515
H -3.3995 -0.6422 -2.1063
H 1.8271 5.4973 -1.5340
H 2.2252 1.3365 4.1450
H 0.1986 5.3553 -0.8266

6.
8
Properties=species:S:1:pos:R:3 method="wB97M-V/def2-TZVPD" relative_energy_kcal_mol=51.7 gap_ev=6.73 lumo_ev=-3.90 fmax_ev_per_a=3.91 charge=+1
Cs 0.3119 0.6270 1.7337
O -1.3925 1.5387 -1.0527
O -0.4706 -0.3125 -1.6722
O -2.6221 -0.7653 -2.9026
C -0.9779 0.9245 -2.0630
C -1.5231 -1.0428 -2.5049
Li -3.1757 2.1451 -1.0947
H -1.2278 -2.1010 -2.3800

7.
59
Properties=species:S:1:pos:R:3 method="wB97M-V/def2-TZVPD" relative_energy_kcal_mol=5.3 gap_ev="3.93 / 6.05" lumo_ev="1.65 / 1.41" fmax_ev_per_a=1.11 multiplicity=3 charge=-1
Te 2.5948 1.8728 1.1238
Ni 1.3939 -0.0221 0.3568
O 0.2612 -1.4300 -0.4682
O -2.6457 -0.2813 6.7915
N 1.3748 0.9025 -1.2617
N 0.0912 3.6791 -5.4196
N -0.9295 -5.3238 3.2505
N 1.3121 -1.1285 1.9341
N -1.2852 -5.1341 4.4359
N 2.0402 2.7261 -5.9932
C -2.8660 0.8604 5.9892
C -2.3678 -1.4495 6.1414
C 1.6210 3.5419 -7.0090
C -0.2568 5.0363 -7.5248
C 2.2565 1.3089 -3.4531
C 2.3267 0.7255 -2.2269
C 0.5352 -2.2264 1.7184
C -1.4792 -3.6735 6.3318
C -0.8060 -4.5400 1.0268
C 0.3497 5.3020 -8.7484
C -0.5488 -3.5980 0.0476
C 1.8404 -0.9568 3.1289
C -1.8400 -2.4778 6.9165
C 0.3904 4.1582 -6.6727
C 0.2461 -3.1717 2.7279
C -0.5220 -4.3284 2.3769
C -2.5867 -1.6579 4.7850
C 0.8452 -2.9600 3.9821
C 1.5631 4.7067 -9.0940
C 0.2970 1.6710 -1.5797
C 1.6377 -1.8564 4.1762
C -2.2092 -2.8538 4.2005
C 1.1158 2.8169 -5.0394
C -1.6123 -3.8703 4.9529
C 0.1537 2.2908 -2.7841
C 0.0673 -2.3786 0.3665
C 1.1585 2.1557 -3.7869
C 2.2123 3.8274 -8.2395
H -1.7196 -2.3120 7.9792
H -0.7385 2.8804 -2.9559
H -1.0600 -4.4746 6.9276
H -0.7125 3.9174 -4.8722
H -3.0511 -0.8943 4.1762
H 2.1189 -1.6855 5.1288
H -3.8566 0.8480 5.5241
H 3.0282 1.1430 -4.1904
H 2.0049 4.9391 -10.0559
H 0.7123 -3.6761 4.7799
H -0.4535 1.7757 -0.8076
H -0.1282 5.9805 -9.4443
H -1.3188 -5.4594 0.7703
H -2.8010 1.7194 6.6532
H -0.8335 -3.7714 -0.9815
H -1.1978 5.5000 -7.2525
H 2.4696 -0.0867 3.2681
H 3.1553 3.3684 -8.5068
H 3.1599 0.0904 -1.9574
H -2.1062 0.9511 5.2085
H -2.4013 -3.0169 3.1486